Computed, not measured: a 12-piece molecular cluster, C4H34N3O12 overall in a non-equilibrium geometry, with the ωB97M-V functional and the def2-TZVPD basis.

Its total charge is +1. The value obtained for the HOMO-LUMO gap is 0.3582 Ha. The total energy is -1239.71403 a.u. The value obtained for the HOMO energy is -12.5 eV. Its energy above the lowest of the compared OMol25 structures with the same formula, charge and spin is 9.4 kcal/mol.

```
53
C4H34N3O12 (the ωB97M-V functional and the def2-TZVPD basis)
N 1.72 0.63 -0.99
C 0.74 -0.52 -1.04
C 0.39 -0.77 0.44
C 1.53 -1.10 1.40
N 2.19 -2.40 1.17
C -0.48 -0.18 -1.99
N -1.74 -0.35 -1.52
O -0.30 0.32 -3.08
H 2.56 2.34 2.32
H 1.92 0.89 -1.94
H 1.22 1.41 -0.58
H 1.19 -1.30 -1.66
H 0.00 0.22 0.85
H -0.26 -1.63 0.63
H 2.25 -0.33 1.72
H 1.01 -1.05 2.39
H 1.55 -3.17 1.01
H 3.05 -2.44 1.70
H -1.78 -0.57 -0.53
H -2.65 -0.15 -1.80
H 3.14 1.15 -3.63
H 2.41 0.03 -4.55
O 3.12 0.25 -3.95
H -0.72 -2.76 2.54
H -1.04 -4.32 2.44
O -0.56 -3.60 2.03
H -4.19 0.31 -0.44
H -5.03 0.97 -1.69
O -4.24 0.95 -1.15
H -0.94 -0.56 3.44
H -2.20 -1.47 2.84
O -1.40 -1.40 3.39
H -1.67 1.22 -4.20
H -2.55 2.45 -3.95
O -2.56 1.49 -3.99
H -3.01 -2.57 1.17
H -3.99 -1.62 1.85
O -3.14 -1.61 1.30
H -1.31 2.94 1.66
H -0.89 2.75 0.22
O -0.54 2.67 1.15
H 2.49 -2.28 0.12
H 3.31 3.02 1.13
O 3.30 2.94 2.10
H 4.74 -1.28 -0.91
H 3.56 -0.51 -1.08
O 3.84 -1.31 -0.58
H 0.59 1.95 2.05
H 0.47 2.15 3.51
O 0.77 1.46 2.90
H -1.82 2.52 -2.08
H -2.52 1.99 -0.98
O -1.56 2.24 -1.19
```

Atomic partial charges in e from the Löwdin method, atoms 1 to 8:
1 N 0.0760
2 C -0.2377
3 C -0.1392
4 C -0.2061
5 N 0.1775
6 C -0.4672
7 N 0.1852
8 O 0.0357